# 1
The following is a quantum chemistry calculation of a molecular structure, C41H48Cl2O5OsSSe, from the OMol25 dataset.

Structure (XYZ):
```
99
C41H48Cl2O5OsSSe | the OMol25 dataset | ωB97M-V/def2-TZVPD
H 3.515 -1.463 5.728
H 3.723 -2.708 -2.619
C 2.674 -0.237 -3.180
H -2.394 1.599 -5.327
C -4.845 -2.915 0.533
H 3.424 0.214 1.390
O -0.755 -0.341 0.222
C 0.231 0.750 2.465
C 2.575 0.339 -1.925
H 4.773 0.415 4.506
Cl -2.187 6.832 -0.733
C -0.898 0.252 -4.537
C -1.490 1.206 4.998
C -5.313 3.775 0.341
C -1.350 -1.488 0.337
C -1.548 1.641 -4.637
H 3.436 -3.060 2.322
H 5.154 -2.870 2.714
H -0.085 -1.163 -6.001
H -2.794 -0.789 -4.700
C 5.020 -0.325 3.743
S -1.251 3.906 0.001
H -0.832 2.369 -5.027
C 2.555 0.146 2.034
C 4.008 -0.813 -3.651
H 2.956 -2.878 4.820
C -3.558 -0.814 -0.723
C -4.704 6.002 -0.320
C 4.461 -1.906 -2.673
C 1.391 0.784 1.678
C -4.913 -1.001 -0.925
H 4.398 -1.826 1.509
C 2.597 -0.603 3.205
C -5.675 5.070 0.008
C -3.368 5.639 -0.317
H -1.476 -1.786 -4.066
H -6.619 -2.203 -0.410
C 3.909 -1.430 -5.047
H -5.321 -3.752 1.026
H -3.008 -0.987 4.298
H 4.599 -1.511 -1.665
H 3.635 -0.687 -5.799
H 3.177 -2.239 -5.077
C 1.362 0.831 -1.491
H -2.402 -0.256 2.808
H -2.388 1.084 5.609
Se 1.264 1.888 0.101
H -1.723 1.873 4.171
C -1.014 -0.167 4.499
C -3.972 3.444 0.336
H -1.365 -0.118 -6.596
H -5.461 -0.341 -1.585
O -2.815 -3.660 1.437
H -3.051 -0.009 -1.234
H -1.791 -1.830 3.330
C -2.120 -0.849 3.676
H -6.718 5.353 0.001
C 1.440 -0.650 3.976
H -4.972 7.015 -0.584
H 5.940 -0.834 4.041
H 4.878 -1.845 -5.328
C -5.556 -2.049 -0.273
H 5.230 0.727 -2.697
C -3.468 -2.752 0.701
C -2.964 4.341 0.008
H -2.238 -0.577 -3.039
Cl -3.549 1.811 0.777
Os -1.104 1.706 0.168
H 4.740 1.114 -4.348
H 6.012 -0.083 -4.055
C 4.237 -2.333 2.462
H -6.053 3.030 0.598
H 1.598 -0.626 -4.962
H -0.013 -0.610 6.394
H 1.459 -1.236 4.880
H -0.441 -2.050 5.449
C 0.289 0.282 -3.566
H 5.221 0.206 2.811
H -0.722 1.675 5.618
H 5.413 -2.332 -2.998
C 3.739 -2.121 4.886
H -1.852 -3.458 1.314
C -0.482 -0.148 -5.956
C 0.183 0.804 -2.257
O -0.995 1.274 -1.785
C -2.816 -1.654 0.103
C 3.881 -1.341 3.579
C 1.526 -0.221 -3.967
H -1.905 1.991 -3.672
C 0.246 -0.010 3.642
H 3.442 0.417 -1.279
O -0.698 -2.476 0.688
C -0.761 -1.044 5.727
O -0.907 1.384 2.083
H 4.678 -2.633 5.104
C -1.914 -0.786 -4.051
H 0.257 0.538 -6.376
C 5.059 0.305 -3.689
H -1.691 -1.138 6.290
```

The HOMO-LUMO gap is 0.2314 Ha. Its energy above the lowest of the compared OMol25 structures with the same formula, charge and spin is 0.067 eV. As for the net charge: 0. The LUMO energy is -1.85 eV. The calculation puts the calculated total energy at -5778.08351 Ha.

=====

# 2
The following is a quantum chemistry calculation of a molecular structure, C42H43MnN4O3PS4Si at a distorted geometry, from the OMol25 dataset.

Structure (XYZ):
```
99
C42H43MnN4O3PS4Si | the OMol25 dataset | ωB97M-V/def2-TZVPD
C 0.591 7.399 -6.241
O -2.640 -2.541 5.478
N -1.934 -0.509 4.793
C 1.432 -0.671 -0.995
H -2.729 -3.609 -0.853
H -1.009 -0.613 2.400
H -1.482 -5.413 1.732
S -0.854 4.167 0.486
C -2.422 0.097 5.991
C 5.312 -0.890 3.620
H 1.589 -5.046 4.459
C -1.892 2.747 -4.330
H 1.385 -2.629 4.002
H -3.531 0.067 6.036
H -0.658 -0.857 -4.318
C 1.770 -4.666 3.463
H -2.641 -4.078 -2.544
H 3.696 -0.257 -3.524
S -2.017 6.521 -5.807
Si -1.032 -2.139 -2.124
S -5.055 -0.925 0.592
C -0.833 -3.538 0.961
C -0.473 4.091 -2.930
P 1.642 -1.013 1.694
C -1.489 -1.394 -3.873
C -1.884 -3.810 3.093
C -2.155 -1.852 4.572
C 1.889 -2.816 1.925
H 4.434 -0.672 0.652
Mn -0.455 -0.648 -0.270
C -1.055 2.847 -3.211
H -0.426 -3.963 0.058
H -2.784 3.751 -5.999
H 2.226 1.364 3.162
C -1.154 -1.679 2.262
C -3.521 -0.708 0.238
H 0.168 4.195 -2.065
C 1.969 -0.481 -2.281
H -2.358 1.797 -4.557
H -3.315 2.642 -0.844
H -2.333 -4.404 3.873
H 2.553 -5.740 0.355
C -1.413 -4.351 1.923
H 2.338 -3.327 -0.111
C -0.643 0.790 -1.615
C -1.196 2.509 0.922
H -1.782 0.134 4.033
C -0.750 5.192 -3.715
C 1.654 -3.315 3.206
H -2.262 1.851 6.815
C -1.586 5.076 -4.819
C 2.188 -3.701 0.895
O -0.637 6.402 -8.082
C 2.375 -0.765 0.043
C -2.141 3.841 -5.133
H -4.339 3.229 0.492
S -0.061 1.313 1.233
H -2.847 1.385 1.155
H 4.236 -2.345 2.488
N -2.392 -0.476 0.010
H 1.050 6.723 -5.521
C 3.097 0.735 3.298
H -0.336 6.156 -3.458
H -3.527 -2.637 -2.066
H 0.263 8.292 -5.710
H 4.181 2.171 4.463
C 3.329 -0.401 -2.515
C 4.219 -1.349 2.911
N -2.560 2.358 1.112
H 1.300 -0.372 -3.123
C 4.226 -0.481 -1.461
H 1.210 -3.084 -2.947
H -2.985 5.206 0.763
H 0.378 -4.306 -2.005
H 6.184 -1.521 3.736
H -2.039 -0.478 6.852
C -0.828 1.727 -2.373
H -2.315 -0.697 -3.790
H -1.781 -2.191 -4.553
C -0.576 6.727 -6.906
H 5.291 -0.407 -1.633
C 2.307 -5.054 1.157
H 1.326 7.668 -6.998
H -0.136 -3.965 -3.647
H 2.209 -6.597 2.643
O -1.966 1.425 6.005
C 2.106 -5.540 2.439
C -3.310 3.133 0.139
C -2.638 -3.227 -1.866
C 3.107 -0.528 2.719
H 6.172 0.744 4.709
C 5.307 0.383 4.168
C -2.608 4.484 0.037
H -2.646 4.907 -0.965
C -1.737 -2.408 3.296
C 0.235 -3.511 -2.732
N -0.699 -2.191 1.119
C 3.744 -0.649 -0.180
C 4.189 1.187 4.019
```

The HOMO-LUMO gap (alpha / beta) is 0.1854 / 0.1412 Ha. As for the net charge: -2. The LUMO energy (alpha / beta) is 3.58 / 3.58 eV. The spin multiplicity is 2. The expectation value of S² is 0.817. The calculation puts the calculated total energy at -5445.54789 Ha.

=====

# 3
The following is a quantum chemistry calculation of a molecular structure, C21H13F3PtS5Sb at a distorted geometry, from the OMol25 dataset.

Structure (XYZ):
```
44
C21H13F3PtS5Sb | the OMol25 dataset | ωB97M-V/def2-TZVPD
S -5.943 -0.007 4.325
H 7.533 -1.452 1.772
H 4.548 -1.567 -2.187
C 5.500 -1.328 1.073
S -0.621 -0.998 2.127
C 2.854 0.491 4.214
S -3.116 -0.873 3.728
F 8.759 -1.793 -0.529
F 2.003 -7.421 0.636
S -4.508 0.863 1.819
C 4.651 -1.358 -0.043
Sb 2.512 -1.156 0.124
C 1.456 -1.610 3.008
H 0.880 -3.458 -1.260
H 5.101 -1.202 2.067
C 5.196 -1.538 -1.320
C 6.881 -1.474 0.908
C 7.420 -1.650 -0.370
C 2.347 -3.291 0.310
C 1.470 -3.990 -0.526
C 2.115 -6.074 0.530
H 0.406 0.721 -1.506
C 3.109 -3.989 1.258
H 3.787 -3.459 1.912
C 2.014 -0.322 4.982
H 0.675 -5.918 -1.065
C -2.230 -0.403 2.295
Pt 0.000 0.000 0.000
H 3.394 1.306 4.679
C 2.995 0.254 2.843
C -4.585 -0.006 3.337
C -2.870 0.396 1.416
S -2.217 0.993 -0.063
C 1.314 -1.371 4.378
C 6.576 -1.683 -1.485
C 2.992 -5.378 1.368
H 3.643 0.888 2.252
H 0.659 -1.998 4.970
C 1.354 -5.380 -0.417
C 2.303 -0.802 2.236
H 3.581 -5.912 2.102
H 0.906 -2.420 2.550
F 1.876 -0.090 6.311
H 6.991 -1.822 -2.475
```

The HOMO-LUMO gap is 0.2101 Ha. As for the net charge: -1. The LUMO energy is 1.86 eV. The calculation puts the calculated total energy at -3458.16880 Ha.

=====

Question: The highest calculated total energy belongs to which entry?
Answer: C21H13F3PtS5Sb

=====

Question: Which value of net charge does entry 3 give?
Answer: -1